28
Properties=species:S:1:pos:R:3:forces:R:3 method="wB97M-V/def2-TZVPD" total_charge=+1 homo_energy_ev=-13.77 de_lowest_ev=3.260
O 3.15882 -0.61896 0.15809 -2.750 -1.235 -0.440
H 3.66552 -1.37548 -0.08435 1.128 -0.299 -0.213
H 3.65874 0.11332 0.41450 1.631 1.397 0.536
O 1.20279 -1.48793 2.14768 -2.263 0.553 3.779
H -1.51325 -1.27618 -0.06162 -0.602 -0.132 0.062
O 0.72870 1.58808 1.40986 0.925 -2.705 0.048
H 0.63789 0.84101 2.04968 1.019 0.491 -0.850
H 0.31335 2.24251 1.90544 -1.229 2.554 1.003
O -0.06900 -3.54984 -0.91844 0.905 -0.451 1.311
H -0.16411 -3.37515 -1.85760 0.855 -0.696 -0.142
H 0.73175 -4.10716 -0.65896 -1.708 1.181 -1.302
O -1.03345 -0.29073 0.96676 -0.959 -1.338 1.752
H -0.40972 0.25593 0.48550 0.644 0.636 0.569
H -0.77671 -0.42228 1.96090 -0.310 0.018 -3.173
O -2.22339 -1.60053 -0.81152 -0.409 1.994 -0.560
H -2.72900 -0.71560 -0.96739 0.837 -1.946 0.406
H -1.71374 -1.70342 -1.67765 -0.155 0.289 1.071
O 0.70510 3.95931 -0.06811 -3.583 -0.720 1.562
H 1.20721 3.23625 0.21705 1.443 -1.405 0.324
H 1.18209 4.53264 -0.57498 2.227 2.157 -1.965
O -0.60014 -0.50085 -2.41872 0.365 0.954 -0.642
H -1.02013 0.22038 -2.94975 0.800 -0.722 0.561
H 0.35339 -0.28225 -2.31563 -0.937 -0.123 -0.240
O -2.62324 2.54039 -0.45125 0.525 -0.042 -1.160
H -3.38490 3.07777 -0.70790 0.072 -0.342 0.639
H -2.74080 2.07527 0.36918 -0.620 0.178 0.520
H 1.77824 -1.65993 1.47149 2.463 -0.357 -2.913
H 1.67801 -1.71659 2.96776 -0.315 0.110 -0.541